No. 1
Formula: C18H13As2F6NO2RhS5
Source: the Open Molecules 2025 dataset
Level of theory: wB97M-V/def2-TZVPD

Computed properties:
HOMO (alpha / beta)   -3.18 / -3.69 eV
LUMO energy (alpha / beta)   3.6 / 1.9 eV
HOMO-LUMO gap (alpha / beta)   6.78 / 5.59 eV
<S²>   8.812
Spin multiplicity   6
Net charge   -2
Energy above the lowest of the compared OMol25 structures with the same formula, charge and spin   22.28 kcal/mol
Total energy   -8071.37877 Ha
Largest force on an atom   0.00449 Eh/bohr

The geometry in XYZ format:
```
48
Properties=species:S:1:pos:R:3:forces:R:3
Rh -1.13452 0.73513 0.65568 0.049 -0.163 -0.139
S -5.63091 -3.46995 3.09742 0.028 0.008 -0.001
As -3.61105 -3.10687 3.48432 -0.123 0.036 -0.112
S -2.77279 -0.90403 0.97749 0.112 -0.007 0.019
S -3.09860 -0.82586 2.91844 0.127 0.026 0.191
S -2.79110 -3.14843 5.40357 -0.028 -0.009 -0.035
C 1.40504 4.31126 0.24067 0.019 -0.002 0.021
C 2.39780 3.75424 -0.71318 -0.019 0.006 -0.038
C 2.12893 2.60488 -1.37174 0.010 0.003 0.011
C 0.98639 1.83733 -1.04027 0.029 -0.033 0.022
N 0.26074 2.16207 0.08831 -0.135 0.152 -0.042
C 0.45598 3.26577 0.72915 -0.001 0.009 0.007
C 0.49314 0.67418 -1.74697 0.011 -0.021 0.018
C 1.05397 0.21871 -2.94356 -0.003 0.012 0.007
C 0.53194 -0.89867 -3.57508 -0.002 -0.010 0.004
C -0.55204 -1.56467 -3.01851 0.014 -0.004 -0.006
C -1.11264 -1.11509 -1.82611 0.020 -0.007 0.009
C -0.60656 -0.00289 -1.16645 -0.101 0.042 -0.009
H 1.81750 4.84871 1.09271 0.001 -0.004 -0.007
H 3.27771 4.34083 -0.94277 0.006 -0.004 0.010
H 2.79055 2.24739 -2.14968 0.006 -0.005 0.005
H -0.12434 3.44640 1.62515 -0.021 0.012 -0.021
H 1.89177 0.74073 -3.38974 0.002 0.000 0.000
H 0.96627 -1.24532 -4.50534 0.000 0.001 -0.001
H -0.96121 -2.44077 -3.50834 -0.004 0.002 -0.002
H -1.94145 -1.67060 -1.40308 -0.008 0.006 -0.008
F -1.94687 2.06189 1.84892 -0.020 -0.212 -0.038
As -1.46483 5.97552 2.47462 0.019 0.132 0.075
F 0.63656 5.26948 -0.47679 -0.005 -0.002 0.006
F -3.18431 6.66958 2.55795 -0.014 0.033 -0.008
F -0.90505 7.64372 2.53199 -0.013 -0.029 -0.014
F -1.58087 5.71896 4.20121 0.040 0.033 -0.019
F 0.41681 5.52879 2.68108 0.007 -0.044 -0.002
O 1.28143 -5.45982 -2.54998 0.000 0.006 -0.013
C 0.68614 -5.51863 -1.32468 -0.026 -0.012 -0.013
O 0.14458 -6.53803 -0.99208 0.036 -0.002 0.005
C 0.75102 -4.28196 -0.50504 0.024 0.017 0.017
C -0.11881 -4.15606 0.57655 -0.018 -0.011 -0.029
C -0.13377 -3.00377 1.34085 0.006 0.004 0.036
C 0.71970 -1.93598 1.04409 0.009 0.016 -0.008
S 0.67564 -0.41284 1.91397 -0.011 0.046 0.082
C 1.62959 -2.09152 -0.00937 -0.028 0.000 -0.010
C 1.64189 -3.23990 -0.77303 0.007 -0.014 0.012
H 1.56475 -4.55284 -2.71587 -0.021 0.003 -0.007
H -0.79484 -4.97155 0.79860 -0.001 0.001 0.000
H -0.81662 -2.91569 2.17526 0.008 0.001 0.012
H 2.30513 -1.27704 -0.23643 0.007 -0.001 0.006
H 2.37220 -3.30676 -1.57392 0.006 -0.011 0.004
```
Positions in Å, forces in eV/Å.



No. 2
Formula: C18H13BaF3N5O5S
Source: the Open Molecules 2025 dataset
Level of theory: wB97M-V/def2-TZVPD

Computed properties:
HOMO   -4.42 eV
LUMO energy   0.6 eV
HOMO-LUMO gap   5.02 eV
Net charge   -1
Energy above the lowest of the compared OMol25 structures with the same formula, charge and spin   1.26 kcal/mol
Total energy   -2067.15722 Ha
Largest force on an atom   0.01054 Eh/bohr

The geometry in XYZ format:
```
46
Properties=species:S:1:pos:R:3:forces:R:3
Ba 0.46729 0.21280 0.41192 -0.185 0.460 0.219
C -0.31433 -4.54926 -3.46217 0.006 -0.005 0.032
C -0.10380 -4.13368 -2.15733 -0.010 -0.061 0.003
C -0.09737 -2.77969 -1.85932 -0.032 0.177 -0.051
C -0.29628 -1.84956 -2.87168 -0.004 -0.014 -0.037
C -0.50911 -2.26038 -4.18670 0.006 -0.067 -0.005
C -0.51774 -3.61294 -4.47233 -0.005 0.033 -0.028
N -0.25507 -0.47721 -2.47296 0.019 -0.087 0.017
N -0.45314 0.33843 -3.38071 -0.064 -0.022 -0.015
C -0.40395 1.71146 -2.98626 0.013 -0.019 -0.141
C -0.36154 2.62242 -4.02948 -0.012 0.019 0.120
C -0.26521 3.96722 -3.70692 0.005 0.033 -0.061
C -0.22263 4.33296 -2.37549 0.000 0.033 0.016
C -0.29040 3.34282 -1.40301 -0.033 -0.096 -0.060
N -0.39137 2.04836 -1.70207 0.107 0.106 -0.018
H -0.32080 -5.60524 -3.70016 0.004 -0.002 0.009
H 0.05704 -4.85196 -1.36476 0.002 0.007 0.004
H 0.05625 -2.45189 -0.83846 0.044 -0.156 0.080
H -0.66122 -1.52317 -4.96137 0.001 0.010 0.005
H -0.68148 -3.94736 -5.48887 0.000 0.016 -0.004
H -0.39163 2.27148 -5.05050 0.000 -0.038 0.006
H -0.21726 4.71240 -4.49060 0.000 0.014 0.019
H -0.13270 5.36653 -2.07296 -0.005 0.004 -0.014
H -0.25680 3.59009 -0.34929 0.008 -0.001 0.008
O 0.49841 -3.30137 5.89516 -0.007 -0.001 -0.004
C 0.34925 -2.77422 4.81750 0.019 0.008 0.033
C 0.83530 -3.30704 3.48043 -0.003 -0.060 -0.015
O 1.42963 -4.35130 3.30211 0.011 0.016 -0.018
C 0.44552 -2.29688 2.48054 -0.011 0.062 -0.011
C -0.35342 -1.29804 3.10389 0.062 -0.016 -0.120
O -0.89536 -0.34137 2.45058 -0.156 -0.171 0.068
C -0.32469 -1.45757 4.54334 -0.006 0.075 -0.038
O -0.73529 -0.64984 5.38352 -0.059 0.028 -0.019
O 0.74645 -2.25602 1.24414 0.048 -0.185 -0.021
F 3.96905 1.78142 0.75032 -0.009 -0.008 -0.015
C 2.62068 2.08056 0.84207 0.081 0.038 0.140
F 2.41573 2.85573 -0.33008 -0.018 -0.008 -0.046
F 2.60901 3.07522 1.83614 -0.052 -0.108 -0.031
N 0.28359 2.04469 3.68872 -0.003 0.125 -0.049
C -0.99083 2.25461 3.33657 0.303 0.033 0.005
N -1.93222 1.80812 4.18049 -0.109 -0.260 0.093
S -1.38406 3.08157 1.90748 0.019 -0.081 -0.058
H 0.49761 1.42863 4.45749 -0.044 -0.043 0.034
H 1.02819 2.37170 3.08901 -0.028 0.069 0.025
H -1.69463 0.97514 4.73236 0.101 0.123 -0.056
H -2.85467 1.80163 3.77966 -0.002 0.020 -0.004
```
Positions in Å, forces in eV/Å.



No. 3
Formula: C18H13Cl5N3O4PtSe
Source: the Open Molecules 2025 dataset
Level of theory: wB97M-V/def2-TZVPD

Computed properties:
HOMO   -9.60 eV
LUMO energy   -4.1 eV
HOMO-LUMO gap   5.50 eV
Net charge   +1
Energy above the lowest of the compared OMol25 structures with the same formula, charge and spin   0.00 kcal/mol
Total energy   -5980.01430 Ha
Largest force on an atom   0.03942 Eh/bohr

The geometry in XYZ format:
```
45
Properties=species:S:1:pos:R:3:forces:R:3
Pt 0.76815 -0.13303 0.55399 0.199 -0.115 0.142
O -1.34058 -4.20194 1.65771 0.017 -0.003 -0.033
C -0.97726 -2.91467 1.70516 0.012 0.015 -0.023
O -1.64701 -1.99899 1.33151 -0.033 0.003 0.072
C 0.37275 -2.75770 2.36269 0.039 -0.046 -0.037
C 0.81017 -3.71752 3.26827 -0.014 0.023 0.034
C 1.97213 -3.49315 3.97883 -0.002 0.004 0.008
C 2.63791 -2.29223 3.79508 -0.009 -0.004 0.006
C 2.15035 -1.39086 2.86647 -0.033 0.025 0.027
N 1.06194 -1.64142 2.11716 0.113 0.001 -0.081
C 2.73569 -0.02132 2.66199 0.117 -0.028 -0.096
O 3.76290 0.37504 3.38603 -0.017 0.005 -0.002
O 2.26914 0.74738 1.84480 -0.244 0.104 0.194
H -2.23491 -4.24618 1.28430 -0.004 -0.001 0.002
H 0.22639 -4.61407 3.41073 0.002 -0.003 -0.007
H 2.33862 -4.22357 4.68640 0.002 -0.002 -0.003
H 3.52523 -2.08828 4.37902 -0.001 0.003 0.001
H 4.05258 -0.27771 4.03410 0.011 -0.007 -0.007
C -2.88361 0.08998 -2.46769 -0.003 -0.017 -0.001
N -1.53718 0.65803 -2.51835 0.056 0.026 -0.065
C -1.34342 2.15250 -2.78276 -0.064 0.053 -0.010
C 0.07757 2.35356 -3.09507 0.064 -0.054 -0.048
N 2.24079 0.99637 -2.23185 1.290 0.171 1.554
C 3.02765 0.48192 -3.33740 -0.840 0.014 -0.614
C -0.47413 0.07631 -2.09053 0.098 -0.181 -0.468
Se 0.01337 -1.51090 -1.34789 -0.288 0.218 0.337
H -3.45242 0.46150 -3.31702 0.004 -0.001 -0.003
H -3.37471 0.38796 -1.54095 0.000 0.011 -0.003
H -2.80784 -0.99249 -2.51221 -0.001 0.000 0.008
H -2.00332 2.47431 -3.58573 -0.055 0.019 0.055
H 0.59635 2.81542 -3.91254 0.040 0.085 0.073
H 2.79862 0.98437 -4.27817 0.079 -0.017 -0.027
H 2.84638 -0.58690 -3.44846 0.060 -0.015 -0.020
H 4.06658 0.65291 -3.07689 -0.009 0.034 0.042
Cl 0.85772 1.40836 -2.04820 -0.911 -0.118 -0.967
C 0.50759 1.65826 -0.38808 0.228 -0.204 -0.044
C -0.83870 2.21108 -0.30805 0.044 0.019 -0.066
C -1.69338 2.06012 0.73254 -0.026 -0.063 -0.004
Cl -1.35934 1.40410 2.28015 0.001 0.031 0.010
C -3.05372 2.45888 0.35813 0.017 0.019 0.021
Cl -4.38090 2.40367 1.41495 0.000 -0.007 -0.004
C -3.06387 2.85436 -0.91709 -0.006 0.063 -0.004
Cl -4.36636 3.47273 -1.82234 -0.001 -0.023 -0.011
C -1.65419 2.86679 -1.43885 0.044 -0.030 0.052
Cl -1.22975 4.59703 -1.64387 0.025 -0.008 0.012
```
Positions in Å, forces in eV/Å.



> Among the records above, which one has the highest energy above the lowest of the compared OMol25 structures with the same formula, charge and spin?

C18H13As2F6NO2RhS5